# 1
Molecular formula: C4H35N2O11S2
Method: DFT, ωB97M-V/def2-TZVPD

Results
Energy above the lowest of the compared OMol25 structures with the same formula, charge and spin in kcal per mole: 54.3
E_HOMO in eV: -11.41
HOMO-LUMO gap in eV: 8.8
Largest force on an atom in Eh/bohr: 0.146
DFT total energy in eV: -51881.7158

Structure (ORCA input):
```
! RIJCOSX wB97M-V def2-TZVPD def2/J DEFGRID3
* xyz 1 1
N 2.544 0.039 1.054
C 3.354 1.063 0.296
C 2.370 1.912 -0.533
S 1.695 3.262 0.518
S -0.030 3.975 -0.186
C -1.198 2.529 0.069
C -2.553 3.226 0.248
N -3.616 2.192 0.107
H 3.225 -0.549 1.540
H 2.010 -0.659 0.367
H 1.891 0.616 1.753
H 3.948 0.258 -0.378
H 3.925 1.546 1.044
H 1.665 1.291 -1.037
H 2.995 2.294 -1.355
H -1.039 2.032 0.931
H -1.167 1.949 -0.706
H -2.730 3.780 1.241
H -2.798 4.079 -0.493
H -3.397 1.232 0.317
H -4.070 2.343 -0.801
H -0.170 2.298 3.306
H -0.947 1.626 4.397
O -0.325 1.341 3.544
H -0.304 -1.461 -3.353
H -1.395 -0.423 -3.167
O -1.331 -1.374 -3.189
H 0.863 -4.455 -0.282
H -0.251 -3.367 -0.443
O 0.620 -3.457 -0.219
H -1.084 0.814 -4.801
H -1.503 2.047 -3.961
O -1.050 1.203 -3.885
H -2.674 -1.870 -0.246
H -3.870 -1.117 0.367
O -2.898 -1.183 0.311
H -2.123 -3.815 -1.634
H -1.534 -2.459 -1.924
O -1.801 -3.047 -1.173
H 1.123 -2.469 -1.614
H 0.700 -1.070 -1.483
O 1.187 -1.533 -2.142
H 2.885 -1.524 -1.766
H 3.837 -2.676 -1.636
O 3.785 -1.726 -1.510
H -0.129 -1.591 2.008
H 0.845 -2.824 1.414
O 0.924 -1.910 1.810
H -1.295 -0.031 2.734
H -2.135 -0.954 1.733
O -1.354 -0.962 2.453
H 1.693 -0.856 3.254
H 0.849 0.376 3.657
O 1.839 0.040 3.445
*
```

These are the natural (NBO) partial charges, in e, on atoms 1 to 2: number 1, N, carries -0.734; number 2, C, carries -0.249

# 2
Molecular formula: C4H35N2O13
Method: DFT, ωB97M-V/def2-TZVPD

Results
Energy above the lowest of the compared OMol25 structures with the same formula, charge and spin in kcal per mole: 56.2
E_HOMO in eV: -6.03
HOMO-LUMO gap in eV: 8.9
Largest force on an atom in Eh/bohr: 0.083
DFT total energy in eV: -34315.5715

Structure (ORCA input):
```
! RIJCOSX wB97M-V def2-TZVPD def2/J DEFGRID3
* xyz -1 1
N -1.661 2.974 -0.259
C -0.206 2.732 -0.119
C 0.326 1.266 -0.198
N 0.137 0.708 1.149
C 1.213 -0.255 1.542
C 1.086 -0.704 3.034
O 1.274 -2.110 3.002
H -1.812 3.949 -0.347
H -2.174 2.659 0.557
H 0.336 3.386 -0.783
H -0.007 2.922 0.933
H 1.443 1.344 -0.393
H -0.160 0.769 -1.026
H -0.810 0.354 1.399
H 2.152 0.175 1.078
H 1.096 -1.265 0.997
H 2.005 -0.482 3.599
H 0.210 -0.341 3.491
H -1.885 -1.628 -2.494
H -2.449 -0.579 -3.405
O -1.789 -1.312 -3.439
H -2.923 -0.631 -1.361
H -2.611 0.923 -1.168
O -3.190 0.300 -1.599
H -2.829 0.611 1.942
H -1.922 1.228 3.249
O -2.402 1.334 2.463
H -3.770 -0.478 0.215
H -2.422 -1.329 0.150
O -3.103 -0.734 0.849
H 0.382 -0.278 -2.910
H 0.237 -1.083 -4.093
O 0.937 -0.816 -3.492
H -1.756 -1.918 1.828
H 0.587 -2.570 2.385
O -0.908 -2.258 1.492
H 3.516 -1.974 0.220
H 2.192 -1.729 -0.691
O 3.201 -1.650 -0.631
H 3.853 1.306 -0.004
H 4.063 -0.080 -0.648
O 4.092 0.896 -0.818
H 0.929 3.335 3.183
H 0.631 1.922 2.881
O 1.085 2.446 3.558
H -0.991 -2.272 0.530
H -2.218 -2.878 -0.797
O -1.917 -2.000 -0.914
H 2.063 0.561 -3.526
H 2.964 0.985 -2.417
O 2.558 1.371 -3.228
H 0.857 -2.447 -2.377
H -0.193 -2.138 -1.210
O 0.682 -2.518 -1.381
*
```

These are the natural (NBO) partial charges, in e, on atoms 1 to 2: number 1, N, carries -0.875; number 2, C, carries -0.222

# 3
Molecular formula: C4H35N2O13
Method: DFT, ωB97M-V/def2-TZVPD

Results
Energy above the lowest of the compared OMol25 structures with the same formula, charge and spin in kcal per mole: 36.8
E_HOMO (alpha / beta) in eV: -16.18 / -16.17
HOMO-LUMO gap (alpha / beta) in eV: 9.7 / 3.8
Largest force on an atom in Eh/bohr: 0.092
DFT total energy in eV: -34295.8822

Structure (ORCA input):
```
! RIJCOSX wB97M-V def2-TZVPD def2/J DEFGRID3
* xyz 2 2
O -0.872 -1.115 1.174
C -0.200 -1.450 0.197
N 0.678 -2.436 0.169
C -0.165 -0.553 -1.108
N -1.494 0.142 -1.104
C -1.878 0.867 -2.374
C 1.089 0.354 -0.928
H 0.671 -2.947 1.046
H 1.185 -2.798 -0.633
H -0.104 -1.047 -2.084
H -2.280 -0.482 -0.929
H -1.559 0.873 -0.367
H -1.464 0.296 -3.217
H -2.928 1.099 -2.417
H -1.349 1.823 -2.345
H 1.809 -0.376 -1.299
H 1.228 1.225 -1.558
H 1.286 0.467 0.121
H -3.272 -0.356 1.286
H -2.014 0.166 1.879
O -2.805 0.497 1.427
H -3.729 3.558 1.895
H -2.948 2.270 1.921
O -2.817 3.233 1.865
H -5.155 -0.556 -0.031
H -5.037 -1.867 0.742
O -4.519 -1.251 0.198
H -1.389 4.092 3.250
H -0.376 4.508 2.170
O -0.496 3.937 2.938
H 4.188 -3.436 -0.334
H 4.140 -2.173 -1.099
O 3.589 -2.948 -0.918
H -2.877 -2.462 -0.722
H -1.681 -3.028 -1.502
O -1.988 -2.836 -0.600
H 2.497 0.360 2.495
H 1.230 -0.231 1.723
O 1.998 -0.427 2.248
H -1.202 2.651 0.935
H 0.147 2.605 0.802
O -0.592 2.414 0.191
H 4.394 1.774 -2.132
H 4.322 0.382 -2.349
O 3.968 1.182 -2.775
H 3.700 -0.640 0.350
H 5.082 -0.385 1.005
O 4.640 -0.554 0.170
H 2.232 1.522 3.723
H 2.006 3.059 3.529
O 2.669 2.371 3.643
H -1.232 -3.990 -3.631
H 0.238 -3.921 -3.466
O -0.564 -3.461 -3.173
*
```

These are the natural (NBO) partial charges, in e, on atoms 1 to 2: number 1, O, carries -0.198; number 2, C, carries 0.674

# 4
Molecular formula: C4H35N2O14S
Method: DFT, ωB97M-V/def2-TZVPD

Results
Energy above the lowest of the compared OMol25 structures with the same formula, charge and spin in kcal per mole: 22.0
E_HOMO in eV: -4.48
HOMO-LUMO gap in eV: 6.9
Largest force on an atom in Eh/bohr: 0.039
DFT total energy in eV: -47199.8477

Structure (ORCA input):
```
! RIJCOSX wB97M-V def2-TZVPD def2/J DEFGRID3
* xyz -1 1
O -2.010 -0.417 -0.105
C -1.141 -1.294 0.016
N 0.150 -0.984 0.182
C 0.751 0.351 0.124
C 2.183 0.177 0.608
S 3.269 -0.513 -0.661
C 0.047 1.360 1.059
N 0.573 2.727 1.161
H -1.311 -2.336 -0.196
H 0.835 -1.678 0.418
H 0.622 0.738 -0.893
H 2.245 -0.361 1.556
H 2.573 1.168 0.858
H 0.083 0.888 2.048
H -1.011 1.434 0.843
H -0.171 3.340 0.823
H 1.397 2.911 0.603
H -1.099 -2.674 -2.916
H -1.537 -3.819 -1.932
O -0.909 -3.104 -2.059
H -2.719 1.636 0.248
H -4.062 2.429 0.778
O -3.237 2.442 0.298
H -1.778 -0.971 -4.098
H -0.302 -0.882 -4.068
O -0.995 -1.508 -4.313
H -0.907 -1.714 3.843
H -0.745 -0.466 3.031
O -1.029 -0.763 3.903
H 2.406 -3.621 0.750
H 3.061 -2.329 0.693
O 2.557 -2.870 1.364
H -2.141 4.474 0.943
H -2.048 3.899 -0.367
O -1.536 4.506 0.195
H -0.448 -3.273 2.922
H 0.632 -2.685 1.946
O -0.325 -2.754 2.123
H 1.824 2.222 -3.645
H 2.013 0.770 -3.620
O 1.526 1.437 -4.127
H -3.099 0.128 -1.849
H -1.912 0.731 -2.612
O -2.696 0.189 -2.719
H 2.662 -3.542 -1.127
H 1.271 -3.682 -1.478
O 1.925 -4.148 -0.929
H 3.865 1.647 -1.707
H 3.573 3.075 -1.228
O 3.539 2.514 -2.008
H 1.379 2.149 2.939
H 1.040 1.170 3.978
O 1.830 1.601 3.620
H -3.667 0.095 0.826
H -3.097 -0.059 2.200
O -3.900 0.238 1.756
*
```

These are the natural (NBO) partial charges, in e, on atoms 1 to 2: number 1, O, carries -0.794; number 2, C, carries 0.570

# 5
Molecular formula: C4H35NO12S
Method: DFT, ωB97M-V/def2-TZVPD

Results
E_HOMO (alpha / beta) in eV: -0.35 / -5.67
HOMO-LUMO gap (alpha / beta) in eV: 2.4 / 7.7
Largest force on an atom in Eh/bohr: 0.108
DFT total energy in eV: -41606.1227

Structure (ORCA input):
```
! RIJCOSX wB97M-V def2-TZVPD def2/J DEFGRID3
* xyz -1 2
C -0.907 -0.830 -1.961
N -1.717 -0.340 -0.832
C -0.942 0.408 0.198
C -1.855 1.544 0.688
S -3.022 0.832 1.891
C -0.348 -0.540 1.235
H 0.158 -0.853 -1.653
H -1.174 -1.835 -2.259
H -0.835 0.088 -2.579
H -2.372 -0.919 -0.330
H -0.033 0.734 -0.329
H -1.245 2.187 1.341
H -2.107 2.126 -0.197
H -3.464 1.899 2.570
H -0.596 -0.547 2.304
H -0.738 -1.572 1.189
H 0.722 -0.500 1.339
H 2.618 0.698 0.667
H 1.506 1.584 0.181
O 1.742 0.624 0.215
H 0.663 3.226 1.407
H 1.441 3.916 0.275
O 0.881 3.150 0.455
H 2.008 -1.682 0.193
H 0.662 -2.380 -0.021
O 1.437 -2.381 0.543
H -4.622 -2.027 -0.263
H -3.616 -2.728 0.448
O -3.841 -2.562 -0.490
H 4.724 0.668 1.326
H 3.795 0.002 2.546
O 3.895 0.624 1.813
H 3.937 -1.988 3.206
H 3.008 -1.507 4.527
O 3.647 -1.320 3.839
H 1.830 -0.392 -1.042
H 0.991 -0.539 -2.341
O 1.754 -0.915 -1.887
H 0.082 3.961 0.002
H -0.668 4.776 1.015
O -0.554 4.678 0.057
H -2.766 -4.235 -2.245
H -3.277 -2.887 -2.622
O -2.602 -3.530 -2.873
H 3.258 -2.841 1.205
H 4.680 -3.148 0.817
O 4.085 -3.163 1.572
H -3.382 1.420 -1.526
H -3.112 0.681 -2.823
O -3.697 1.319 -2.431
H 0.254 3.110 -2.750
H -0.528 1.725 -2.636
O 0.243 2.176 -2.974
*
```

These are the natural (NBO) partial charges, in e, on atoms 1 to 2: number 1, C, carries -0.477; number 2, N, carries -0.697